Entry 1:
Here is a 5-piece molecular cluster, C15H35N5O5 overall in a non-equilibrium geometry from OMol25. Energies are from wB97M-V/def2-TZVPD.

```
! RIJCOSX wB97M-V def2-TZVPD def2/J DEFGRID3
* xyz 0 1
C 3.34653 29.10802 35.36962
O 3.61789 28.29475 34.39451
N 2.77072 30.24400 35.06405
C 2.22274 31.21919 36.14986
C 2.63091 30.71625 33.68547
H 3.60088 28.87566 36.37259
H 1.49469 31.82395 35.92885
H 3.08740 31.67797 36.76261
H 1.88914 30.60653 36.95442
H 2.00904 30.16785 33.23679
H 3.56807 30.48691 33.21127
H 2.02776 31.67055 33.51168
C 3.18089 24.56343 34.12389
O 2.34376 23.68163 34.28463
N 4.26667 24.51121 33.36855
C 5.27753 25.56195 33.22033
C 4.33235 23.36823 32.48749
H 2.95695 25.45886 34.70015
H 6.03290 25.47604 32.53332
H 5.59108 25.52115 34.20641
H 4.86286 26.52753 33.08483
H 5.05013 23.56366 31.64975
H 3.38342 23.40891 31.79072
H 4.64712 22.45864 32.99473
C 6.38051 30.69607 36.51499
O 6.05311 31.70369 37.28747
N 6.69416 29.50201 36.96245
C 7.19341 28.47073 35.99697
C 6.60349 29.20431 38.37744
H 6.29361 30.98563 35.24484
H 7.32104 27.47532 36.46561
H 8.08939 28.77811 35.49418
H 6.42120 28.59496 35.19082
H 7.02471 28.24942 38.56302
H 5.58753 29.33257 38.67826
H 6.93410 30.28178 38.90639
C 6.14167 34.12016 32.47871
O 6.72192 34.70294 31.47042
N 5.06816 34.62085 33.04450
C 4.47122 33.93033 34.19918
C 4.43318 35.80455 32.47344
H 6.54647 33.29538 32.61436
H 3.46700 33.64706 33.81835
H 4.36503 34.43519 35.19062
H 5.07804 32.85455 34.08829
H 4.42164 35.71990 31.46282
H 4.99988 36.64935 33.06246
H 3.42140 35.90175 32.64269
C -1.41700 29.00975 36.35555
O -2.26510 29.44465 37.29059
N -1.35801 27.82777 35.74546
C -0.41087 27.59103 34.67202
C -2.40029 26.89613 36.09721
H -0.60070 29.75714 36.21197
H 0.51447 28.09426 34.63674
H -0.65403 28.13241 33.68927
H -0.34063 26.27313 34.48080
H -3.32175 27.26415 35.90908
H -2.26385 26.70431 37.19216
H -2.50177 25.94616 35.64843
*
```

Values from the calculation:
ΔE to the lowest compared entry with this formula, charge and spin in kJ/mol: 1131.5
Electronic energy in eV: -33801.1760
HOMO-LUMO gap in eV: 9.453
Structure (SMILES): CN(C)C=O.CN(C)C=O.CN(C)C=O.CN(C)C=O.CN(C)C=O

=====

Entry 2:
Here is a 5-piece molecular cluster, C15H35N5O5 overall in a non-equilibrium geometry from OMol25. Energies are from wB97M-V/def2-TZVPD.

```
! RIJCOSX wB97M-V def2-TZVPD def2/J DEFGRID3
* xyz 0 1
C 2.99014 2.46790 -5.61155
C 3.35932 1.09168 -6.18273
O 4.48835 0.87116 -6.62146
N 2.32727 0.23373 -6.20178
C 2.28134 -1.09979 -6.71751
H 1.94508 2.64553 -5.35779
H 3.18557 3.15692 -6.43323
H 3.60464 2.76439 -4.76150
H 1.49172 0.52277 -5.71350
H 1.97156 -1.10718 -7.76254
H 1.62908 -1.70977 -6.09254
H 3.28951 -1.51412 -6.71329
C -3.18956 -0.71196 2.64750
C -3.23953 -0.37676 4.14060
O -3.99800 0.53064 4.49761
N -2.52383 -1.09705 5.02160
C -2.69699 -1.08414 6.44073
H -4.21584 -0.66829 2.28289
H -2.83214 -1.70491 2.37467
H -2.67951 0.03534 2.03966
H -1.94725 -1.84237 4.65806
H -3.67874 -1.46747 6.71883
H -2.48875 -0.08767 6.83031
H -2.02027 -1.82437 6.86760
C 1.31731 5.15603 0.39311
C 0.79863 6.34269 1.09797
O -0.17275 6.94176 0.67689
N 1.41446 6.66159 2.20480
C 1.05757 7.74331 3.11436
H 2.27734 4.77837 0.74498
H 1.59370 5.54118 -0.58841
H 0.63271 4.31478 0.28487
H 1.90110 5.85177 2.56185
H 1.96074 8.27945 3.40582
H 0.62418 7.35869 4.03758
H 0.47139 8.53826 2.65334
C 4.21942 -0.11336 -1.30456
C 3.44127 -0.93594 -0.28905
O 4.03785 -1.47042 0.64745
N 2.13750 -1.20999 -0.42789
C 1.24180 -0.78207 -1.50587
H 3.84186 0.90779 -1.35737
H 4.13024 -0.62625 -2.26222
H 5.29516 -0.06830 -1.13469
H 1.68737 -1.63335 0.37101
H 0.54109 -1.61487 -1.56551
H 1.85788 -0.67659 -2.39885
H 0.74162 0.17169 -1.33779
C -2.46607 -5.93857 -0.49191
C -3.77376 -5.71720 0.30387
O -4.83657 -5.56034 -0.31140
N -3.66562 -5.58891 1.63701
C -4.80891 -5.35382 2.47994
H -2.37274 -5.17407 -1.26323
H -2.47391 -6.86860 -1.06031
H -1.60715 -5.86117 0.17470
H -2.71621 -5.62344 1.97984
H -4.63977 -4.58582 3.23470
H -5.07317 -6.28862 2.97431
H -5.66893 -4.91962 1.97009
*
```

Values from the calculation:
ΔE to the lowest compared entry with this formula, charge and spin in kJ/mol: 149.8
Electronic energy in eV: -33811.3502
HOMO-LUMO gap in eV: 9.401
Structure (SMILES): CNC(C)=O.CNC(C)=O.CNC(C)=O.CNC(C)=O.CNC(C)=O

=====

Entry 3:
Here is C15H35N6O7PPdS3 as an isolated structure in a non-equilibrium geometry from OMol25. Energies are from wB97M-V/def2-TZVPD.

```
! RIJCOSX wB97M-V def2-TZVPD def2/J DEFGRID3
* xyz 0 1
Pd -0.75933 -0.53660 -1.24140
C -5.44428 -2.71919 0.20243
O -4.65704 -1.60550 -0.23468
C -3.33560 -1.60885 -0.09875
O -2.74588 -0.56938 -0.35719
N -2.80747 -2.75922 0.41350
N -1.42028 -2.90761 0.42847
H -6.47397 -2.39846 0.11694
H -5.22771 -2.96946 1.23948
H -5.29029 -3.58578 -0.44168
H -3.32654 -3.59532 0.21655
H -1.13537 -3.44087 -0.37863
H -1.16106 -3.38203 1.27935
C -2.68221 -0.21753 -3.62518
S -1.59958 -1.62927 -3.56102
O -0.22779 -1.09009 -3.53209
O -1.91097 -2.43749 -4.70520
O -1.85157 -2.32411 -2.25528
H -2.68051 0.11396 -4.66284
H -2.31762 0.56828 -2.97787
H -3.68022 -0.52752 -3.31713
C 0.19862 4.45595 3.44910
C 0.13870 4.26431 1.94308
C 1.40767 3.62370 1.40827
O -1.10041 3.56360 1.61521
P -1.48193 2.02559 1.48327
S -3.39639 1.86044 1.61124
S -0.53074 1.56216 -0.30848
O -0.63702 1.44162 2.70406
C -0.60715 0.16088 3.38104
C 0.40963 -0.73383 2.70923
C -1.95983 -0.51071 3.50884
H 0.98754 5.17144 3.69584
H 0.41457 3.50592 3.94249
H -0.75445 4.83461 3.82168
H 0.00200 5.23082 1.46427
H 1.54163 2.62731 1.83676
H 2.26160 4.24151 1.69580
H 1.38748 3.54132 0.32083
H -0.24593 0.42106 4.37371
H 0.10753 -0.91798 1.68036
H 0.48055 -1.68285 3.24868
H 1.39409 -0.26215 2.71442
H -2.31678 -0.85160 2.53381
H -2.70008 0.17442 3.91796
H -1.85906 -1.37089 4.17677
C 2.32239 -0.24052 -0.09505
N 1.60488 -0.49566 -1.36686
C 2.19763 -1.70587 -1.99545
N 3.62811 -1.53404 -2.23326
C 4.28987 -1.25326 -0.95552
N 3.75337 -0.04675 -0.30938
C 3.94564 1.08358 -1.23002
N 3.28927 0.85560 -2.51700
C 1.86366 0.66295 -2.28386
C 3.82143 -0.37496 -3.11506
H 2.18569 -1.10229 0.55431
H 1.89525 0.64170 0.37364
H 1.68170 -1.89941 -2.92928
H 2.05100 -2.54984 -1.32162
H 5.35618 -1.11483 -1.13197
H 4.15312 -2.10513 -0.28743
H 5.01412 1.22437 -1.39146
H 3.53459 1.98552 -0.77331
H 1.36302 0.46508 -3.22539
H 1.45343 1.56036 -1.83211
H 4.88617 -0.25075 -3.31351
H 3.30298 -0.56046 -4.05643
*
```

Values from the calculation:
ΔE to the lowest compared entry with this formula, charge and spin in kJ/mol: 181.1
Electronic energy in eV: -84671.3906
HOMO-LUMO gap (spin up / spin down) in eV: 6.569 / 6.572